# 1
C12H16Cl2FO3PS | ωB97M-V with the def2-TZVPD basis set

Structure (XYZ):
```
36
C12H16Cl2FO3PS, DFT ωB97M-V with the def2-TZVPD basis set
F -2.36 3.52 -0.08
S 0.57 2.35 1.94
Cl -5.80 1.01 -2.54
Cl -0.53 -0.67 -2.66
O -0.26 1.91 -1.04
O -0.87 0.06 0.82
O 1.70 0.32 0.12
C -3.89 2.16 -1.20
C -3.12 0.21 -2.41
C -2.57 2.39 -0.82
C -4.13 1.07 -2.01
C -1.82 0.45 -2.15
C -1.53 1.50 -1.36
C -0.50 -3.05 2.93
C 4.34 -0.98 -0.79
C -0.46 -0.66 1.99
C 2.95 1.16 -0.06
C -0.85 -2.12 1.71
C 3.80 0.57 -1.14
P 0.27 1.13 0.32
H -4.71 2.82 -0.89
H -3.44 -0.62 -3.05
H 0.50 -3.38 2.85
H -0.54 -2.59 3.90
H -1.23 -3.95 2.91
H 4.67 -1.48 -1.70
H 4.98 -1.01 0.05
H 3.55 -1.62 -0.40
H -1.07 -0.38 2.92
H 0.55 -0.50 2.32
H 3.52 1.07 0.94
H 2.74 2.19 -0.35
H -0.61 -2.63 0.74
H -1.95 -1.99 1.59
H 3.35 0.65 -2.12
H 4.76 1.07 -1.30
```

Computed properties:
spin multiplicity: 1
SMILES: CCCOP(=S)(OCCC)Oc1c(F)cc(Cl)cc1Cl
charge: 0
LUMO: 0.471 eV

How is the electron density shared among the atoms? According to Mulliken, the charges in e are: atom 1 (F): -0.27, atom 2 (S): -0.39, atom 3 (Cl): -0.21, atom 4 (Cl): -0.17, atom 5 (O): -0.41, atom 6 (O): -0.08, atom 7 (O): -0.04, atom 8 (C): -0.53, atom 9 (C): -0.43, atom 10 (C): 0.27, atom 11 (C): 0.28, atom 12 (C): 0.52, atom 13 (C): 0.02, atom 14 (C): -1.21, atom 15 (C): -1.16, atom 16 (C): -0.66, atom 17 (C): -0.32, atom 18 (C): -0.25, atom 19 (C): -0.65, atom 20 (P): 0.22, atom 21 (H): 0.41, atom 22 (H): 0.40, atom 23 (H): 0.35, atom 24 (H): 0.36, atom 25 (H): 0.30, atom 26 (H): 0.35, atom 27 (H): 0.38, atom 28 (H): 0.28, atom 29 (H): 0.26, atom 30 (H): 0.47, atom 31 (H): 0.25, atom 32 (H): 0.37, atom 33 (H): 0.29, atom 34 (H): 0.25, atom 35 (H): 0.37, atom 36 (H): 0.36

***

# 2
C12H16Cl6O3Sn | ωB97M-V with the def2-TZVPD basis set

Structure (XYZ):
```
38
C12H16Cl6O3Sn, DFT ωB97M-V with the def2-TZVPD basis set
C -0.63 0.96 -1.78
C -0.80 -0.42 -2.12
C 0.48 -1.04 -2.10
C -2.07 -1.09 -2.45
C 1.45 -0.04 -1.79
C 0.77 1.19 -1.58
C 1.39 2.48 -1.27
C -1.70 1.96 -1.70
C 0.73 -2.46 -2.40
C 2.90 -0.26 -1.74
Sn -0.71 -1.13 1.89
Cl -1.29 -2.87 0.98
Cl -2.70 0.38 1.39
Cl 1.79 -1.12 1.51
H -2.87 -0.36 -2.58
H -2.37 -1.80 -1.67
H -1.97 -1.66 -3.39
H 0.11 -3.11 -1.77
H 1.78 -2.71 -2.20
H 0.52 -2.69 -3.45
H 3.15 -1.15 -1.14
H 3.40 0.60 -1.29
H 3.32 -0.41 -2.75
H 2.37 2.32 -0.80
H 0.77 3.05 -0.57
H 1.54 3.08 -2.18
H -2.63 1.52 -1.31
H -1.91 2.40 -2.69
H -1.41 2.77 -1.02
O 0.33 2.14 1.36
H -0.47 2.06 1.94
Cl -1.39 0.14 7.32
C -0.29 -0.49 6.05
Cl 1.30 0.31 6.20
Cl -0.10 -2.25 6.31
C -0.83 -0.10 4.64
O -1.33 0.92 4.44
O -0.62 -1.12 3.73
```

Computed properties:
energy relative to the best compared isomer or geometry (same formula, charge and spin): 62.8 kcal per mole
spin multiplicity: 1
charge: -2
LUMO (spin up / spin down): 4.277 / 4.284 eV

How is the electron density shared among the atoms? According to Mulliken, the charges in e are: atom 1 (C): 0.54, atom 2 (C): 0.60, atom 3 (C): 0.87, atom 4 (C): -1.41, atom 5 (C): 0.39, atom 6 (C): 0.66, atom 7 (C): -1.72, atom 8 (C): -1.70, atom 9 (C): -1.54, atom 10 (C): -1.65, atom 11 (Sn): 0.79, atom 12 (Cl): -0.46, atom 13 (Cl): -0.51, atom 14 (Cl): -0.53, atom 15 (H): 0.40, atom 16 (H): 0.16, atom 17 (H): 0.34, atom 18 (H): 0.22, atom 19 (H): 0.38, atom 20 (H): 0.31, atom 21 (H): 0.34, atom 22 (H): 0.35, atom 23 (H): 0.28, atom 24 (H): 0.40, atom 25 (H): 0.40, atom 26 (H): 0.27, atom 27 (H): 0.34, atom 28 (H): 0.27, atom 29 (H): 0.37, atom 30 (O): -0.96, atom 31 (H): 0.12, atom 32 (Cl): -0.17, atom 33 (C): 0.54, atom 34 (Cl): -0.14, atom 35 (Cl): -0.15, atom 36 (C): 0.34, atom 37 (O): -0.39, atom 38 (O): -0.37

***

# 3
C12H16CrN3O4P | ωB97M-V with the def2-TZVPD basis set

Structure (XYZ):
```
37
C12H16CrN3O4P, DFT ωB97M-V with the def2-TZVPD basis set
Cr -0.02 1.62 -1.37
C 0.00 2.80 0.20
O 0.01 3.53 1.13
C -0.05 3.37 -2.13
O -0.08 4.52 -2.24
C -1.81 1.17 -1.71
O -2.91 0.89 -2.02
C 1.75 1.19 -1.74
O 2.86 0.94 -2.09
C -0.03 0.81 -3.27
H 0.88 0.18 -3.44
H -0.96 0.19 -3.43
C -0.03 2.16 -3.58
H -0.94 2.62 -4.04
H 0.87 2.62 -4.05
C 1.29 -2.47 1.58
N 1.24 -1.24 2.36
C 0.04 -1.15 3.23
N -1.17 -1.24 2.40
C -1.25 -2.48 1.61
N 0.01 -2.58 0.77
C 0.00 -1.63 -0.32
P 0.00 0.11 0.32
C 1.41 -0.01 1.52
C -1.37 -0.02 1.56
H 1.38 -3.39 2.25
H 2.10 -2.41 0.84
H 0.05 -0.17 3.73
H 0.05 -2.02 3.95
H -2.07 -2.41 0.90
H -1.32 -3.39 2.28
H 0.89 -1.79 -0.96
H -0.90 -1.80 -0.94
H 1.51 0.81 2.24
H 2.40 -0.08 1.06
H -2.37 -0.09 1.11
H -1.45 0.81 2.28
```

Computed properties:
spin multiplicity: 4
charge: +3
LUMO (spin up / spin down): -11.865 / -14.273 eV

How is the electron density shared among the atoms? According to Mulliken, the charges in e are: atom 1 (Cr): -0.97, atom 2 (C): 0.32, atom 3 (O): -0.18, atom 4 (C): 0.60, atom 5 (O): -0.16, atom 6 (C): 0.23, atom 7 (O): -0.22, atom 8 (C): 0.24, atom 9 (O): -0.25, atom 10 (C): -0.88, atom 11 (H): 0.46, atom 12 (H): 0.46, atom 13 (C): -0.21, atom 14 (H): 0.44, atom 15 (H): 0.44, atom 16 (C): -0.71, atom 17 (N): 0.23, atom 18 (C): -0.73, atom 19 (N): 0.26, atom 20 (C): -0.69, atom 21 (N): 0.09, atom 22 (C): -1.44, atom 23 (P): 2.65, atom 24 (C): -0.95, atom 25 (C): -0.96, atom 26 (H): 0.31, atom 27 (H): 0.40, atom 28 (H): 0.40, atom 29 (H): 0.33, atom 30 (H): 0.41, atom 31 (H): 0.31, atom 32 (H): 0.48, atom 33 (H): 0.48, atom 34 (H): 0.44, atom 35 (H): 0.48, atom 36 (H): 0.47, atom 37 (H): 0.44

***

# 4
C12H16N2 | ωB97M-V with the def2-TZVPD basis set

Structure (XYZ):
```
30
C12H16N2, DFT ωB97M-V with the def2-TZVPD basis set
C -2.47 0.17 -1.62
C 0.61 2.40 -2.01
C -0.38 1.35 -2.23
C 0.68 2.88 -0.73
C -1.23 0.85 -1.26
C -0.04 2.19 0.28
C -1.03 1.24 0.14
H 1.20 2.62 -2.86
H -0.39 1.13 -3.28
H 1.22 3.85 -0.35
H 0.50 2.47 1.25
H -2.37 -0.85 -2.08
H -3.26 0.64 -2.39
H -1.54 0.95 1.01
H -3.09 0.05 -0.58
C 2.17 -1.69 0.89
C 2.50 -0.43 0.12
C 0.76 -2.01 1.24
C 0.01 -1.55 2.35
C -1.39 -2.50 0.92
N -0.14 -2.68 0.46
N -1.37 -1.65 2.05
H 2.81 -2.59 0.64
H 2.50 -1.27 1.85
H 1.93 0.44 0.71
H 0.28 -1.19 3.23
H -2.37 -2.92 0.43
H -2.08 -1.47 2.71
H 2.33 -0.41 -0.94
H 3.64 -0.02 0.08
```

Computed properties:
energy relative to the best compared isomer or geometry (same formula, charge and spin): 86.2 kcal per mole
spin multiplicity: 1
SMILES: CCc1c[nH]cn1.Cc1ccccc1
charge: 0
LUMO: 0.800 eV

How is the electron density shared among the atoms? According to Mulliken, the charges in e are: atom 1 (C): -1.18, atom 2 (C): -0.41, atom 3 (C): -0.61, atom 4 (C): -0.37, atom 5 (C): 1.05, atom 6 (C): -0.47, atom 7 (C): -0.45, atom 8 (H): 0.45, atom 9 (H): 0.36, atom 10 (H): 0.22, atom 11 (H): 0.27, atom 12 (H): 0.29, atom 13 (H): 0.28, atom 14 (H): 0.32, atom 15 (H): 0.24, atom 16 (C): -0.70, atom 17 (C): -0.60, atom 18 (C): 0.70, atom 19 (C): -0.72, atom 20 (C): -0.32, atom 21 (N): -0.57, atom 22 (N): -0.02, atom 23 (H): 0.32, atom 24 (H): 0.24, atom 25 (H): -0.05, atom 26 (H): 0.58, atom 27 (H): 0.31, atom 28 (H): 0.19, atom 29 (H): 0.33, atom 30 (H): 0.30

***

# 5
C12H16N2 | ωB97M-V with the def2-TZVPD basis set

Structure (XYZ):
```
30
C12H16N2, DFT ωB97M-V with the def2-TZVPD basis set
C 2.29 0.52 -0.90
C 0.14 -2.39 -2.08
C 1.17 -1.43 -1.97
C -0.45 -2.71 -0.89
C 1.42 -0.67 -0.84
C -0.08 -2.14 0.32
C 0.94 -1.24 0.35
H 0.02 -3.01 -2.96
H 1.65 -1.27 -2.91
H -1.29 -3.52 -0.86
H -0.41 -2.56 1.29
H 1.83 1.50 -1.30
H 3.05 0.51 -1.82
H 1.23 -0.80 1.31
H 2.80 0.92 -0.01
C -2.18 1.40 0.21
C -2.65 -0.07 0.13
C -0.89 1.61 0.88
C -0.22 1.08 1.98
C 1.05 2.54 1.01
N -0.02 2.53 0.25
N 0.96 1.77 2.11
H -2.34 2.03 -0.68
H -2.94 1.72 0.96
H -2.36 -0.55 1.07
H -0.52 0.18 2.52
H 1.99 3.13 0.82
H 1.70 1.62 2.77
H -2.14 -0.65 -0.74
H -3.75 -0.06 -0.01
```

Computed properties:
energy relative to the best compared isomer or geometry (same formula, charge and spin): 46.2 kcal per mole
spin multiplicity: 1
SMILES: CCc1c[nH]cn1.Cc1ccccc1
charge: 0
LUMO: 0.720 eV

How is the electron density shared among the atoms? According to Mulliken, the charges in e are: atom 1 (C): -1.44, atom 2 (C): -0.60, atom 3 (C): -0.47, atom 4 (C): -0.30, atom 5 (C): 0.95, atom 6 (C): -0.60, atom 7 (C): -0.37, atom 8 (H): 0.41, atom 9 (H): 0.35, atom 10 (H): 0.21, atom 11 (H): 0.38, atom 12 (H): 0.30, atom 13 (H): 0.32, atom 14 (H): 0.50, atom 15 (H): 0.37, atom 16 (C): -0.37, atom 17 (C): -0.83, atom 18 (C): 0.73, atom 19 (C): -1.00, atom 20 (C): -0.42, atom 21 (N): -0.61, atom 22 (N): 0.07, atom 23 (H): 0.32, atom 24 (H): 0.22, atom 25 (H): 0.25, atom 26 (H): 0.49, atom 27 (H): 0.45, atom 28 (H): 0.24, atom 29 (H): 0.04, atom 30 (H): 0.41

***

# 6
C12H16N2O | ωB97M-V with the def2-TZVPD basis set

Structure (XYZ):
```
31
C12H16N2O, DFT ωB97M-V with the def2-TZVPD basis set
C -3.01 -1.97 0.29
C -2.89 -0.56 1.03
C -2.52 0.64 0.08
C -1.61 0.27 -1.10
C 1.40 -0.98 -0.52
C 2.30 -2.08 -0.44
C 3.49 -1.79 0.01
C 4.04 -0.41 0.42
C 3.10 0.64 0.42
C 1.75 0.29 -0.11
C 0.48 0.84 -0.45
C 0.86 3.16 0.05
H -3.21 -2.84 1.03
H -4.13 -2.38 -0.19
H -2.29 -2.13 -0.54
H -2.11 -0.72 1.96
H -4.04 -0.15 1.56
H -3.59 0.98 -0.40
H -2.11 1.61 0.54
H -1.57 0.98 -2.14
H -1.83 -0.73 -1.48
H 1.75 -3.10 -0.64
H 4.14 -2.55 0.26
H 5.10 -0.20 0.72
H 3.26 1.72 0.82
H 1.01 3.18 1.36
H 0.51 4.24 -0.34
H 2.07 3.02 -0.09
N -0.37 0.00 -0.80
N 0.07 -1.18 -0.86
O -0.07 2.19 -0.45
```

Computed properties:
energy relative to the best compared isomer or geometry (same formula, charge and spin): 197.1 kcal per mole
spin multiplicity: 1
charge: 0
LUMO: 0.740 eV

How is the electron density shared among the atoms? According to Mulliken, the charges in e are: atom 1 (C): -0.90, atom 2 (C): -0.27, atom 3 (C): -0.52, atom 4 (C): -1.18, atom 5 (C): 0.27, atom 6 (C): -0.66, atom 7 (C): -0.52, atom 8 (C): -0.61, atom 9 (C): -0.44, atom 10 (C): 0.56, atom 11 (C): 0.50, atom 12 (C): -0.72, atom 13 (H): 0.35, atom 14 (H): 0.23, atom 15 (H): 0.19, atom 16 (H): 0.23, atom 17 (H): 0.26, atom 18 (H): 0.29, atom 19 (H): 0.32, atom 20 (H): 0.34, atom 21 (H): 0.54, atom 22 (H): 0.30, atom 23 (H): 0.43, atom 24 (H): 0.36, atom 25 (H): 0.16, atom 26 (H): 0.26, atom 27 (H): 0.27, atom 28 (H): 0.19, atom 29 (N): 1.56, atom 30 (N): -1.41, atom 31 (O): -0.38